Below is a cluster of 2 separate species, C5H7N in total at a distorted geometry, with properties calculated with ωB97M-V/def2-TZVPD.

Net charge: 0
Energy relative to the best compared isomer or geometry (same formula, charge and spin), eV: 8.045
Gap between HOMO and LUMO (alpha / beta), eV: 8.608 / 8.610
HOMO energy (alpha / beta), Ha: -0.3224 / -0.3224

Last column: natural (NBO) charge in e.
CARTESIAN COORDINATES (ANGSTROEM)
C1 -1.00261 1.41812 -0.09706  0.198
C2 -0.06715 0.67672 -1.28583  0.250
C3 -0.14095 0.11426 0.00326  -0.159
C4 1.26243 0.03272 0.69545  -0.597
C5 -1.08075 -1.09983 0.29500  -0.569
N1 -1.14858 1.47380 -1.37694  -0.451
H1 1.36812 1.67482 -1.97859  0.009
H2 1.08767 0.12759 1.70471  0.219
H3 1.76306 0.80949 0.30233  0.226
H4 1.63235 -0.96181 0.69262  0.225
H5 -0.50658 -2.00573 0.35036  0.212
H6 -1.68905 -1.16658 -0.50544  0.219
H7 -1.47795 -1.09356 1.20014  0.219

Force components x, y, z for each atom (eV/Å):
0.18 0.46 0.81
2.69 2.15 -2.32
2.15 -3.03 2.01
-4.12 -1.61 -0.10
4.64 0.83 -2.05
-1.91 1.05 -1.41
-2.42 -2.25 1.43
-0.30 0.95 2.56
2.66 2.18 -1.08
0.76 -0.76 -1.08
0.75 -0.46 -0.48
-2.68 -0.38 -2.18
-2.39 0.87 3.88

---

Below is an isolated molecule of C5H7N, with properties calculated with ωB97M-V/def2-TZVPD.

Net charge: 0
Energy relative to the best compared isomer or geometry (same formula, charge and spin), eV: 4.827
Gap between HOMO and LUMO (alpha / beta), eV: 7.084 / 6.913
HOMO energy (alpha / beta), Ha: -0.2702 / -0.2694

Last column: Mulliken charge in e.
CARTESIAN COORDINATES (ANGSTROEM)
C1 1.70215 0.84190 0.25067  -1.156
C2 0.38441 0.36251 -0.27282  0.239
C3 -1.31007 -0.93277 -0.14716  -0.295
C4 -0.96641 0.44363 0.39824  -0.497
C5 0.13192 -0.71858 -1.08368  0.358
N1 -0.16798 -1.59941 -1.87903  -0.565
H1 1.78638 0.68412 1.33548  0.281
H2 2.53139 0.30911 -0.22441  0.338
H3 1.84711 1.91516 0.06907  0.278
H4 -1.08322 -1.76313 0.51535  0.237
H5 -2.19827 -1.08830 -0.75538  0.297
H6 -0.94877 0.41314 1.49537  0.243
H7 -1.62194 1.26093 0.07342  0.243

Force components x, y, z for each atom (eV/Å):
0.08 0.02 -0.01
0.08 0.01 0.05
-0.54 -0.18 0.25
-0.07 0.05 0.04
0.16 -0.45 -0.56
0.22 0.50 0.48
0.00 0.01 -0.16
-0.13 0.10 0.03
-0.05 -0.14 0.02
-0.04 0.15 -0.12
0.17 0.06 0.05
0.01 -0.03 -0.13
0.10 -0.10 0.06

---

Below is an isolated molecule of C5H7N at a distorted geometry, with properties calculated with ωB97M-V/def2-TZVPD.

Net charge: 0
Energy relative to the best compared isomer or geometry (same formula, charge and spin), eV: 4.245
Gap between HOMO and LUMO (alpha / beta), eV: 9.029 / 9.016
HOMO energy (alpha / beta), Ha: -0.3111 / -0.3107

Last column: natural (NBO) charge in e.
CARTESIAN COORDINATES (ANGSTROEM)
C1 0.88846 -1.74187 -0.45702  0.037
C2 0.36028 0.27337 -1.20787  0.279
C3 0.28052 1.42283 -1.78682  -0.511
C4 -0.15711 -0.70983 -0.17476  -0.369
C5 -0.16668 -0.12764 1.23895  -0.598
N1 1.67464 -1.38951 -1.38104  -0.358
H1 0.97495 -2.70149 0.05816  0.173
H2 0.96267 1.72265 -2.56470  0.247
H3 -0.48152 2.14709 -1.51748  0.227
H4 -1.17212 -1.04632 -0.43305  0.227
H5 -0.74508 0.79546 1.25902  0.215
H6 0.85058 0.09298 1.56171  0.217
H7 -0.61117 -0.83626 1.93608  0.216

Force components x, y, z for each atom (eV/Å):
-0.56 0.22 0.14
2.51 -3.59 -0.31
-0.12 0.54 -0.17
-0.36 0.18 0.39
-0.03 -0.10 -0.05
-1.60 2.90 -0.23
0.03 -0.11 0.04
0.18 -0.07 -0.11
-0.13 -0.04 0.13
0.11 0.01 0.01
-0.04 -0.01 0.08
0.00 0.05 0.00
-0.01 0.03 0.08

---

Below is an isolated molecule of C5H7N at a distorted geometry, with properties calculated with ωB97M-V/def2-TZVPD.

SMILES: C#C[C@@H]1CN1C
Net charge: 0
Energy relative to the best compared isomer or geometry (same formula, charge and spin), eV: 4.050
Gap between HOMO and LUMO, eV: 10.530
HOMO energy, Ha: -0.3503

Last column: natural (NBO) charge in e.
CARTESIAN COORDINATES (ANGSTROEM)
C1 2.60351 -0.89058 -1.01253  -0.237
C2 1.79463 -0.54938 -0.18712  -0.004
C3 0.63851 0.19197 0.25675  -0.163
C4 -0.16475 0.60533 1.44869  -0.217
N1 -0.63385 -0.40161 0.52858  -0.381
C5 -1.70919 -0.25606 -0.43004  -0.412
H1 3.23097 -0.91725 -1.87058  0.235
H2 0.73114 1.01967 -0.46068  0.203
H3 -0.50646 1.64004 1.32755  0.183
H4 -0.02413 0.30054 2.48316  0.209
H5 -1.43211 -0.84901 -1.30920  0.208
H6 -1.89166 0.78246 -0.74884  0.170
H7 -2.63663 -0.67612 -0.02574  0.205

Force components x, y, z for each atom (eV/Å):
-0.27 0.43 0.30
0.54 -0.57 -0.11
0.20 0.57 -0.56
0.02 0.08 0.18
0.10 -0.11 -0.12
-0.09 0.09 -0.08
0.29 -0.49 0.18
-0.99 0.17 0.13
-0.17 -0.27 0.11
0.23 -0.11 -0.26
-0.12 0.14 0.11
0.08 -0.07 0.09
0.18 0.14 0.01

---

Below is an isolated molecule of C5H7N at a distorted geometry, with properties calculated with ωB97M-V/def2-TZVPD.

SMILES: Cc1cc[nH]c1
Net charge: 0
Energy relative to the best compared isomer or geometry (same formula, charge and spin), eV: 0.343
Gap between HOMO and LUMO, eV: 9.249
HOMO energy, Ha: -0.2997

Last column: natural (NBO) charge in e.
CARTESIAN COORDINATES (ANGSTROEM)
C1 1.83589 0.63775 0.07794  -0.623
C2 0.40149 0.25298 -0.10328  -0.095
C3 -0.75434 0.77420 0.57089  -0.303
C4 -1.78083 -0.11617 0.38987  -0.073
N1 -1.35916 -1.07843 -0.48585  -0.507
C5 -0.02241 -0.88483 -0.73451  -0.077
H1 2.28562 0.99895 -0.84165  0.214
H2 1.89883 1.41009 0.81214  0.215
H3 2.41403 -0.19944 0.46692  0.214
H4 -0.84811 1.76837 0.97225  0.217
H5 -2.79676 0.05814 0.70483  0.209
H6 -1.83446 -1.94748 -0.65904  0.408
H7 0.56022 -1.67413 -1.17049  0.202

Force components x, y, z for each atom (eV/Å):
-0.28 -0.08 -0.37
-0.43 -0.53 0.26
0.46 -0.21 -0.46
-0.17 1.18 -0.42
0.02 -0.28 0.58
0.05 -0.23 0.29
0.18 0.01 -0.10
0.14 0.68 0.47
0.06 -0.07 -0.15
0.05 -0.09 0.49
-0.13 -0.48 -0.19
-0.02 0.13 -0.06
0.07 -0.03 -0.32

---

Below is an isolated molecule of C5H7N, with properties calculated with ωB97M-V/def2-TZVPD.

SMILES: Cc1ccc[nH]1
Net charge: 0
Energy relative to the best compared isomer or geometry (same formula, charge and spin), eV: 0.066
Gap between HOMO and LUMO, eV: 9.024
HOMO energy, Ha: -0.2927

Last column: natural (NBO) charge in e.
CARTESIAN COORDINATES (ANGSTROEM)
C1 -1.00265 0.04276 -1.65270  -0.637
C2 -0.29970 0.12087 -0.32999  0.119
C3 -0.76902 -0.06828 0.95169  -0.306
C4 0.35281 -0.15357 1.82249  -0.300
C5 1.47830 -0.00492 1.05309  -0.082
N1 1.07078 0.15825 -0.23403  -0.504
H1 -0.43853 0.54407 -2.44502  0.210
H2 -1.13923 -1.00041 -1.96453  0.220
H3 -1.99926 0.49030 -1.62054  0.228
H4 -1.80851 -0.17718 1.23597  0.218
H5 0.33852 -0.31392 2.89184  0.220
H6 2.53103 -0.03714 1.29184  0.209
H7 1.67078 0.40700 -1.00426  0.406

Force components x, y, z for each atom (eV/Å):
0.01 0.05 -0.06
-0.09 -0.30 0.32
-0.10 -0.03 -0.11
0.13 0.02 0.13
0.02 -0.05 0.34
-0.15 0.15 -0.87
-0.04 0.01 0.10
0.09 0.13 0.07
0.17 0.03 0.12
0.16 0.02 -0.09
-0.02 0.02 -0.15
-0.15 0.12 0.09
-0.02 -0.19 0.12

---

Below is a cluster of 2 separate species, C5H7N in total at a distorted geometry, with properties calculated with ωB97M-V/def2-TZVPD.

SMILES: C=C=CC.C#N
Net charge: 0
Energy relative to the best compared isomer or geometry (same formula, charge and spin), eV: 3.467
Gap between HOMO and LUMO, eV: 9.948
HOMO energy, Ha: -0.3283

Last column: natural (NBO) charge in e.
CARTESIAN COORDINATES (ANGSTROEM)
C1 0.17953 -2.04185 -0.18533  -0.496
C2 -0.32888 -0.88753 -0.39850  0.067
C3 -0.78911 0.28904 -0.54225  -0.235
C4 -1.54549 1.20238 0.32423  -0.626
H1 1.19310 -2.19329 0.34929  0.200
H2 -0.27471 -3.10399 -0.40915  0.221
H3 -0.66019 0.72415 -1.50860  0.220
H4 -2.06778 0.80493 1.14252  0.218
H5 -0.86214 2.00904 0.48682  0.224
H6 -2.32582 1.58460 -0.34506  0.214
C5 2.52526 0.61145 0.42662  0.072
N1 1.86543 0.85297 -0.49479  -0.301
H7 3.09080 0.14810 1.15419  0.221

Force components x, y, z for each atom (eV/Å):
1.68 -4.13 0.98
-0.40 -0.95 0.60
-0.83 0.46 -0.96
-0.65 0.40 -1.80
-1.49 0.62 -1.05
0.47 2.49 0.28
0.55 0.25 -0.67
-0.06 -0.56 1.48
0.11 0.77 0.86
-0.03 0.33 0.27
-1.76 0.30 -2.71
1.51 0.36 1.40
0.89 -0.34 1.32

---

Below is an isolated molecule of C5H7N at a distorted geometry, with properties calculated with ωB97M-V/def2-TZVPD.

SMILES: [H]/N=C\CC=C=C
Net charge: 0
Energy relative to the best compared isomer or geometry (same formula, charge and spin), eV: 3.744
Gap between HOMO and LUMO, eV: 9.338
HOMO energy, Ha: -0.3169

Last column: natural (NBO) charge in e.
CARTESIAN COORDINATES (ANGSTROEM)
H1 0.96100 1.06413 -1.66123  0.324
N1 1.61482 0.34712 -1.33002  -0.581
C1 1.50087 0.20679 -0.07563  0.136
C2 0.54383 0.95996 0.82893  -0.485
C3 -0.83627 0.36022 0.76727  -0.354
C4 -1.01970 -0.65927 -0.01848  0.182
C5 -1.31498 -1.52029 -0.94792  -0.569
H2 2.11802 -0.56940 0.39282  0.169
H3 0.86924 0.83901 1.87042  0.225
H4 0.54432 2.02507 0.59345  0.219
H5 -1.61359 0.67335 1.45796  0.238
H6 -2.35115 -1.16672 -0.97955  0.266
H7 -1.01641 -2.55997 -0.89803  0.230

Force components x, y, z for each atom (eV/Å):
0.12 -0.02 -0.03
-0.11 0.12 0.39
0.11 0.07 -0.24
0.19 0.37 -0.03
0.17 -0.10 0.17
0.52 -0.03 0.51
-0.76 -0.10 1.22
-0.08 0.17 0.00
0.07 0.19 -0.18
0.10 0.10 -0.03
0.34 -0.37 0.41
-0.39 -0.42 -2.16
-0.29 0.01 -0.02

---

Below is an isolated molecule of C5H7N at a distorted geometry, with properties calculated with ωB97M-V/def2-TZVPD.

SMILES: C1[C@@H]2[C@H]1[C@@H]1N[C@H]21
Net charge: 0
Energy relative to the best compared isomer or geometry (same formula, charge and spin), eV: 4.141
Gap between HOMO and LUMO, eV: 9.667
HOMO energy, Ha: -0.3079

Last column: natural (NBO) charge in e.
CARTESIAN COORDINATES (ANGSTROEM)
C1 1.31085 -0.30342 0.59059  -0.420
C2 0.58932 -0.60931 -0.69295  -0.256
C3 0.70462 0.81348 -0.20182  -0.253
C4 -0.86228 0.86633 -0.01629  -0.062
N1 -1.25796 -0.21995 0.81328  -0.679
C5 -0.97959 -0.52288 -0.53694  -0.057
H1 2.40164 -0.37756 0.53026  0.222
H2 0.84801 -0.55597 1.54482  0.234
H3 1.11980 -1.08139 -1.51189  0.219
H4 1.29171 1.62944 -0.61674  0.219
H5 -1.47583 1.73116 -0.28489  0.207
H6 -1.94057 -0.45908 1.55560  0.420
H7 -1.70336 -0.87511 -1.27444  0.207

Force components x, y, z for each atom (eV/Å):
0.01 0.07 0.19
0.02 -0.22 -0.27
0.08 0.41 0.01
0.14 0.37 -0.04
-0.70 -0.37 1.57
0.14 -0.35 -0.28
-0.46 0.01 0.03
0.25 -0.05 -0.29
-0.20 0.11 0.00
-0.17 -0.20 0.07
0.13 -0.42 0.21
0.55 0.61 -1.52
0.22 0.02 0.33

---

Below is an isolated molecule of C5H7N at a distorted geometry, with properties calculated with ωB97M-V/def2-TZVPD.

Net charge: 0
Energy relative to the best compared isomer or geometry (same formula, charge and spin), eV: 2.993
Gap between HOMO and LUMO (alpha / beta), eV: 7.100 / 7.028
HOMO energy (alpha / beta), Ha: -0.2292 / -0.2269

Last column: natural (NBO) charge in e.
CARTESIAN COORDINATES (ANGSTROEM)
C1 2.01602 -0.10287 -0.22735  -0.532
C2 0.67215 -0.09390 -0.23604  -0.010
C3 -0.29249 -1.11434 -0.51534  -0.201
N1 -1.51635 -0.65495 -0.15511  -0.385
C4 -1.53710 0.53059 0.44429  -0.089
C5 -0.11126 1.00162 0.49172  -0.513
H1 0.50425 0.82499 1.37940  0.270
H2 2.55586 -1.00181 -0.47339  0.194
H3 2.56486 0.83483 -0.17946  0.192
H4 -0.13086 -2.10590 -0.89852  0.212
H5 -2.36658 -1.17097 -0.36736  0.421
H6 -2.46807 1.07232 0.55778  0.204
H7 0.01083 2.05222 0.21084  0.238

Force components x, y, z for each atom (eV/Å):
0.12 -0.08 -0.99
0.01 -0.16 -0.10
0.21 -0.02 -0.01
0.02 -0.16 0.08
0.11 0.03 0.09
0.24 0.05 0.01
-1.36 0.71 0.91
0.19 -0.06 -0.15
-0.01 -0.23 0.34
-0.19 0.03 -0.12
0.29 0.16 0.13
0.29 -0.07 0.02
0.09 -0.20 -0.20

---

Below is an isolated molecule of C5H7N at a distorted geometry, with properties calculated with ωB97M-V/def2-TZVPD.

SMILES: C#C[C@@H]1N[C@@H]1C
Net charge: 0
Energy relative to the best compared isomer or geometry (same formula, charge and spin), eV: 4.370
Gap between HOMO and LUMO, eV: 9.538
HOMO energy, Ha: -0.3101

Last column: natural (NBO) charge in e.
CARTESIAN COORDINATES (ANGSTROEM)
C1 2.53663 -0.60878 -0.11061  -0.253
C2 1.54661 -0.06537 -0.53812  -0.031
C3 0.35465 0.56534 -1.02845  -0.249
N1 -0.26647 1.63981 -0.24171  -0.540
C4 -1.01102 0.41004 -0.28539  -0.012
C5 -1.14564 -0.58225 0.80895  -0.644
H1 3.40813 -1.10661 0.25705  0.241
H2 -0.21467 0.10822 -1.81331  0.272
H3 0.22651 1.60665 0.65476  0.357
H4 -1.89644 0.54118 -0.92744  0.192
H5 -0.15289 -0.87667 1.16032  0.229
H6 -1.72680 -0.15101 1.62165  0.215
H7 -1.65860 -1.48057 0.44229  0.223

Force components x, y, z for each atom (eV/Å):
-0.40 0.21 -0.17
0.04 -0.55 0.15
-0.90 -1.33 0.73
-0.18 0.33 0.15
-0.22 -0.01 0.75
-0.01 0.05 0.42
-0.15 0.17 -0.09
1.29 1.15 -2.32
0.18 0.34 -0.28
0.49 -0.38 0.10
-0.16 0.02 0.19
-0.08 -0.21 0.28
0.10 0.22 0.10

---

Below is a structure of composition C5H7N, with properties calculated with ωB97M-V/def2-TZVPD.

Net charge: 0
Energy relative to the best compared isomer or geometry (same formula, charge and spin), eV: 5.375
Gap between HOMO and LUMO, eV: 8.616
HOMO energy, Ha: -0.3269

Last column: natural (NBO) charge in e.
CARTESIAN COORDINATES (ANGSTROEM)
C1 0.50001 1.26162 -0.01695  -0.607
C2 1.66495 0.66019 0.65385  -0.002
C3 -0.25217 -1.67837 -0.56042  0.115
C4 -0.88518 -0.90352 0.55638  -0.496
C5 -0.57666 0.26038 -0.42218  -0.067
N1 -0.01120 -0.72918 -1.38913  -0.385
H1 0.69678 1.96031 -0.84374  0.221
H2 0.13758 1.89024 0.83132  0.282
H3 2.51463 1.35723 0.50336  0.097
H4 -0.02058 -2.73434 -0.71073  0.184
H5 -0.32146 -0.88800 1.49281  0.242
H6 -1.94556 -1.10470 0.73926  0.220
H7 -1.45683 0.76694 -0.83614  0.198

Force components x, y, z for each atom (eV/Å):
0.11 -0.20 -0.07
-0.13 0.28 -0.23
0.08 -0.07 -0.24
-0.02 0.00 0.05
-0.12 0.31 0.02
-0.11 -0.29 0.26
0.02 -0.07 0.11
0.12 -0.06 -0.01
-0.16 -0.01 0.16
-0.04 0.14 0.02
-0.07 0.00 -0.13
0.16 0.03 -0.02
0.15 -0.06 0.09